Entry 1:
Formula: C36H27CrIN5S
Source: the OMol25 dataset
Level of theory: ωB97M-V/def2-TZVPD

Summary:
**2S+1**: 4
**Orbital gap (alpha / beta)**: 6.7 / 6.8 eV
**Lowest unoccupied orbital energy (alpha / beta)**: -0.52 / -0.83 eV
**Energy above the lowest of the compared OMol25 structures with the same formula, charge and spin**: 0.0 kcal/mol

Geometry (Å):
Cr -0.30 0.03 -0.28
I -0.84 0.23 2.44
C 1.21 0.09 2.87
C 1.60 0.00 4.17
C 2.98 -0.06 4.46
C 3.89 -0.01 3.45
C 3.48 0.09 2.09
C 4.44 0.15 1.05
C 4.03 0.23 -0.24
C 2.65 0.22 -0.56
C 1.67 0.16 0.40
C 2.10 0.12 1.76
H 0.88 -0.02 4.97
H 3.30 -0.13 5.49
H 4.95 -0.04 3.66
H 5.49 0.13 1.31
H 4.76 0.29 -1.04
H 2.38 0.25 -1.61
S -0.18 -0.20 -2.61
C 0.12 -1.92 -2.59
N 0.36 -2.67 -3.62
N 0.43 -2.07 -4.79
C 0.70 -2.78 -5.96
C 0.75 -2.08 -7.16
C 1.02 -2.76 -8.34
C 1.23 -4.13 -8.33
C 1.18 -4.82 -7.13
C 0.91 -4.16 -5.94
N 0.06 -2.67 -1.42
N -0.12 -2.01 -0.36
C -0.18 -2.83 0.82
C -1.42 -3.31 1.23
C -1.49 -4.04 2.41
C -0.34 -4.28 3.15
C 0.88 -3.79 2.72
C 0.97 -3.06 1.55
H 0.29 -1.07 -4.84
H 0.58 -1.01 -7.17
H 1.06 -2.21 -9.27
H 1.44 -4.66 -9.25
H 1.34 -5.89 -7.11
H 0.86 -4.70 -5.00
H -2.30 -3.09 0.65
H -2.44 -4.42 2.75
H -0.40 -4.84 4.07
H 1.78 -3.98 3.30
H 1.92 -2.67 1.19
N -1.62 1.35 -0.47
C -2.80 1.77 -0.53
C -3.94 0.78 -0.46
C -5.02 1.00 0.38
C -6.00 0.03 0.54
C -5.91 -1.16 -0.17
C -4.84 -1.38 -1.03
C -3.85 -0.41 -1.16
C -3.11 3.23 -0.63
C -4.30 3.68 -1.19
C -4.55 5.04 -1.31
C -3.61 5.96 -0.87
C -2.42 5.51 -0.30
C -2.17 4.15 -0.19
H -5.10 1.93 0.93
H -6.83 0.20 1.21
H -6.67 -1.92 -0.06
H -4.77 -2.30 -1.59
H -3.00 -0.58 -1.82
H -5.04 2.97 -1.55
H -5.47 5.39 -1.76
H -3.80 7.02 -0.96
H -1.68 6.22 0.04
H -1.24 3.79 0.23

Population analysis type Löwdin, resulting atomic charges in e: 0.30 1.24 -0.59 -0.15 -0.08 -0.03 -0.17 -0.04 -0.07 -0.13 -0.21 -0.26 0.09 0.10 0.11 0.11 0.10 0.06 0.68 -0.75 0.07 0.00 -0.23 -0.03 -0.09 -0.10 -0.09 -0.03 0.10 -0.10 -0.30 -0.05 -0.08 -0.08 -0.07 -0.03 0.08 0.11 0.10 0.10 0.10 0.10 0.11 0.11 0.10 0.11 0.12 -0.08 -0.33 -0.18 -0.04 -0.08 -0.09 -0.08 -0.04 -0.17 -0.04 -0.08 -0.09 -0.08 -0.03 0.12 0.10 0.10 0.10 0.08 0.11 0.10 0.10 0.10 0.11

=====

Entry 2:
Formula: C23H35AsINO4PdS
Source: the OMol25 dataset
Level of theory: ωB97M-V/def2-TZVPD

Summary:
**Charge**: -2
**Orbital gap**: 5.9 eV
**Lowest unoccupied orbital energy**: 4.60 eV
**Energy above the lowest of the compared OMol25 structures with the same formula, charge and spin**: 10.6 kcal/mol

Geometry (Å):
Pd -1.00 0.79 -0.18
C 2.46 -0.44 -0.89
O 1.95 -1.05 0.27
C 2.21 -0.29 1.43
C 1.32 -0.77 2.54
O -0.01 -0.53 2.20
C -0.91 -1.03 3.15
H 3.56 -0.43 -0.88
H 2.10 0.59 -0.97
H 2.10 -1.01 -1.74
H 2.04 0.78 1.26
H 3.26 -0.43 1.74
H 1.58 -0.21 3.46
H 1.49 -1.84 2.74
H -0.71 -0.61 4.14
H -0.85 -2.12 3.21
H -1.91 -0.73 2.84
I -2.67 2.09 1.46
C -2.31 -0.61 -0.66
H -3.27 -0.21 -1.00
H -2.44 -1.36 0.13
C -2.38 4.05 -5.80
C -1.73 4.85 -4.70
C -1.38 6.18 -4.95
C -0.77 6.94 -3.96
C -0.52 6.39 -2.72
C -0.88 5.06 -2.44
N -0.67 4.48 -1.21
C -0.36 5.13 -0.02
C -0.94 6.38 0.27
C -0.67 7.03 1.45
C 0.18 6.46 2.39
C 0.74 5.22 2.11
C 0.48 4.54 0.92
C 1.16 3.18 0.74
O 2.13 2.94 1.47
O 0.68 2.40 -0.15
C -1.48 4.28 -3.45
C -1.83 2.86 -3.12
H -2.57 4.68 -6.67
H -3.33 3.62 -5.48
H -1.74 3.22 -6.12
H -1.58 6.61 -5.93
H -0.48 7.96 -4.16
H -0.02 6.97 -1.96
H -0.42 3.49 -1.17
H -1.64 6.81 -0.45
H -1.14 7.99 1.65
H 0.39 6.96 3.33
H 1.40 4.73 2.82
H -0.96 2.28 -2.83
H -2.29 2.34 -3.96
H -2.51 2.82 -2.27
C -1.65 -4.62 -0.09
As -0.13 -3.40 0.25
C 0.81 -4.70 1.44
C 0.91 -3.95 -1.33
S -1.13 -0.95 -1.89
H -1.30 -5.64 -0.30
H -2.21 -4.25 -0.95
H -2.30 -4.64 0.78
H 0.85 -5.70 0.99
H 0.31 -4.77 2.41
H 1.83 -4.35 1.61
H 0.91 -5.04 -1.43
H 1.93 -3.59 -1.22
H 0.47 -3.49 -2.21

Population analysis type Löwdin, resulting atomic charges in e: 0.21 -0.14 -0.26 -0.21 -0.24 -0.27 -0.16 0.08 0.07 0.07 0.09 0.13 0.13 0.11 0.08 0.07 0.04 -0.10 -0.87 -0.04 -0.04 -0.07 -0.25 -0.10 -0.12 -0.05 -0.19 0.11 -0.20 -0.05 -0.11 -0.12 -0.04 -0.07 -0.62 -0.02 -0.17 -0.16 -0.04 0.06 0.08 0.08 0.09 0.09 0.10 0.09 0.10 0.09 0.08 0.11 0.06 0.06 0.08 -0.35 1.08 -0.36 -0.35 0.31 0.00 0.01 0.00 0.00 0.00 0.00 0.01 0.01 -0.02

=====

Entry 3:
Formula: CH5PS
Source: the OMol25 dataset
Level of theory: ωB97M-V/def2-TZVPD

Summary:
**Orbital gap**: 9.2 eV
**SMILES**: CSP
**Lowest unoccupied orbital energy**: 0.78 eV
**Energy above the lowest of the compared OMol25 structures with the same formula, charge and spin**: 23.0 kcal/mol

Geometry (Å):
C -0.15 1.09 0.85
P 0.58 -1.78 -1.11
S -0.52 0.00 -0.55
H -0.03 0.39 1.63
H 0.80 1.59 0.77
H -0.97 1.72 1.14
H -0.02 -2.49 -0.12
H -0.38 -2.00 -1.97

Population analysis type Löwdin, resulting atomic charges in e: -0.48 0.47 0.36 -0.01 0.02 0.03 -0.19 -0.21

=====

Question: Which of these has the lowest energy above the lowest of the compared OMol25 structures with the same formula, charge and spin?
Answer: C36H27CrIN5S

=====

Question: Which formula does entry 1 have?
Answer: C36H27CrIN5S